Density functional theory data (ωB97M-V/def2-TZVPD) for 10 unconnected molecules or ions with the total composition C52H58BrN10O7PS at a distorted geometry.

The structure (SMILES) is NP(O)[C@]1(CCCO)OS(=O)(=O)O[C@H]1CC(=O)Br.c1ccncc1.c1ccncc1.c1ccncc1.c1ccncc1.c1ccncc1.c1ccncc1.c1ccncc1.c1ccncc1.c1ccncc1. Its net charge is 0. The calculation puts the HOMO-LUMO gap at 0.2946 hartree. The max |F| comes out at 9.389 eV/A. The energy comes out at -174255.2446 eV. The value obtained for the HOMO energy is -9.025 eV.

Each atom is followed by the atoms it is bonded to, with distances in Å.
Cartesian coordinates (Å):
1 N -1.527 -3.823 4.889  P2 1.818, H19 1.062, H20 1.057
2 P -2.830 -3.385 3.700  N1 1.818, O3 1.741, C4 1.947
3 O -3.381 -4.924 3.100  P2 1.741, H21 1.002
4 C -2.069 -2.302 2.271  P2 1.947, C5 1.636, O9 1.471, C14 1.637
5 C -1.182 -1.221 3.121  C4 1.636, C6 1.638, H22 1.173, H23 1.194
6 C 0.415 -1.564 3.248  C5 1.638, C7 1.672, H24 1.183, H25 1.194
7 C 1.165 -0.773 4.515  C6 1.672, O8 1.486, H26 1.190, H27 1.173
8 O 1.133 0.704 4.356  C7 1.486, H28 1.004
9 O -3.031 -1.502 1.497  C4 1.471, S10 1.711
10 S -3.751 -2.653 0.457  O9 1.711, O11 1.574, O12 1.557, O13 1.739
11 O -5.073 -3.330 0.976  S10 1.574
12 O -4.177 -2.217 -0.976  S10 1.557
13 O -2.472 -3.830 0.415  S10 1.739, C14 1.501
14 C -1.346 -3.422 1.321  C4 1.637, O13 1.501, C15 1.639, H29 1.177
15 C -0.209 -2.982 0.226  C14 1.639, C16 1.673, H30 1.170, H31 1.187
16 C 0.986 -4.149 0.322  C15 1.673, O17 1.362, Br18 2.012
17 O 0.703 -5.303 -0.344  C16 1.362
18 Br 2.691 -3.929 1.367  C16 2.012
19 H -0.695 -4.179 4.335  N1 1.062
20 H -1.884 -4.664 5.420  N1 1.057
21 H -3.981 -5.401 3.746  O3 1.002
22 H -1.432 -0.155 2.700  C5 1.173
23 H -1.613 -1.235 4.234  C5 1.194
24 H 0.675 -2.718 3.222  C6 1.183
25 H 0.933 -1.110 2.273  C6 1.194
26 H 2.311 -1.090 4.458  C7 1.190
27 H 0.765 -1.135 5.557  C7 1.173
28 H 1.064 0.965 3.388  O8 1.004
29 H -0.906 -4.267 2.012  C14 1.177
30 H 0.210 -1.898 0.365  C15 1.170
31 H -0.668 -3.076 -0.864  C15 1.187
32 C 4.044 -6.211 -0.986  C33 1.391, C37 1.391, H38 1.086
33 C 4.173 -7.403 -1.690  C32 1.391, C34 1.386, H39 1.084
34 C 5.421 -7.738 -2.190  C33 1.386, N35 1.351, H40 1.086
35 N 6.522 -6.970 -2.037  C34 1.351, C36 1.351
36 C 6.366 -5.818 -1.351  N35 1.351, C37 1.386, H41 1.086
37 C 5.160 -5.400 -0.810  C32 1.391, C36 1.386, H42 1.084
38 H 3.081 -5.915 -0.578  C32 1.086
39 H 3.322 -8.057 -1.846  C33 1.084
40 H 5.573 -8.660 -2.744  C34 1.086
41 H 7.265 -5.218 -1.243  C36 1.086
42 H 5.093 -4.464 -0.266  C37 1.084
43 C 3.363 -8.232 3.558  C44 1.391, C48 1.391, H49 1.086
44 C 2.364 -7.577 2.846  C43 1.391, C45 1.386, H50 1.084
45 C 1.541 -6.696 3.529  C44 1.386, N46 1.351, H51 1.086
46 N 1.649 -6.439 4.851  C45 1.351, C47 1.351
47 C 2.627 -7.091 5.516  N46 1.351, C48 1.386, H52 1.086
48 C 3.500 -7.986 4.920  C43 1.391, C47 1.386, H53 1.084
49 H 4.028 -8.929 3.056  C43 1.086
50 H 2.230 -7.748 1.783  C44 1.084
51 H 0.749 -6.158 3.016  C45 1.086
52 H 2.692 -6.868 6.578  C47 1.086
53 H 4.269 -8.480 5.504  C48 1.084
54 C -3.811 0.012 -2.856  C55 1.391, C59 1.391, H60 1.086
55 C -2.888 -0.299 -3.849  C54 1.391, C56 1.386, H61 1.084
56 C -2.201 0.740 -4.455  C55 1.386, N57 1.351, H62 1.086
57 N -2.377 2.042 -4.140  C56 1.351, C58 1.351
58 C -3.281 2.314 -3.173  N57 1.351, C59 1.386, H63 1.086
59 C -4.013 1.344 -2.508  C54 1.391, C58 1.386, H64 1.084
60 H -4.368 -0.776 -2.357  C54 1.086
61 H -2.708 -1.327 -4.144  C55 1.084
62 H -1.468 0.548 -5.233  C56 1.086
63 H -3.406 3.367 -2.940  C58 1.086
64 H -4.724 1.619 -1.737  C59 1.084
65 C -3.013 -1.000 -8.309  C66 1.391, C70 1.391, H71 1.086
66 C -2.090 -1.312 -9.302  C65 1.391, C67 1.386, H72 1.084
67 C -1.403 -0.272 -9.908  C66 1.386, N68 1.351, H73 1.086
68 N -1.579 1.030 -9.593  C67 1.351, C69 1.351
69 C -2.483 1.301 -8.626  N68 1.351, C70 1.386, H74 1.086
70 C -3.215 0.331 -7.961  C65 1.391, C69 1.386, H75 1.084
71 H -3.570 -1.788 -7.810  C65 1.086
72 H -1.910 -2.339 -9.597  C66 1.084
73 H -0.670 -0.464 -10.686  C67 1.086
74 H -2.608 2.355 -8.393  C69 1.086
75 H -3.927 0.607 -7.190  C70 1.084
76 C 4.363 4.534 3.723  C77 1.391, C81 1.391, H82 1.086
77 C 4.436 4.009 2.437  C76 1.391, C78 1.386, H83 1.084
78 C 4.148 2.666 2.259  C77 1.386, N79 1.351, H84 1.086
79 N 3.803 1.832 3.265  C78 1.351, C80 1.351
80 C 3.742 2.369 4.502  N79 1.351, C81 1.386, H85 1.086
81 C 4.008 3.701 4.779  C76 1.391, C80 1.386, H86 1.084
82 H 4.581 5.583 3.901  C76 1.086
83 H 4.710 4.632 1.593  C77 1.084
84 H 4.188 2.210 1.274  C78 1.086
85 H 3.465 1.678 5.293  C80 1.086
86 H 3.942 4.079 5.793  C81 1.084
87 C -4.588 6.820 -8.182  C88 1.391, C92 1.391, H93 1.086
88 C -3.815 6.432 -7.093  C87 1.391, C89 1.386, H94 1.084
89 C -3.295 5.148 -7.082  C88 1.386, N90 1.351, H95 1.086
90 N -3.498 4.247 -8.068  C89 1.351, C91 1.351
91 C -4.254 4.652 -9.112  N90 1.351, C92 1.386, H96 1.086
92 C -4.813 5.915 -9.214  C87 1.391, C91 1.386, H97 1.084
93 H -5.011 7.819 -8.227  C87 1.086
94 H -3.621 7.113 -6.272  C88 1.084
95 H -2.682 4.799 -6.256  C89 1.086
96 H -4.404 3.908 -9.890  C91 1.086
97 H -5.411 6.187 -10.077  C92 1.084
98 C 0.964 8.358 3.096  C99 1.391, C103 1.391, H104 1.086
99 C 1.093 7.165 2.392  C98 1.391, C100 1.386, H105 1.084
100 C 2.341 6.830 1.892  C99 1.386, N101 1.351, H106 1.086
101 N 3.442 7.598 2.045  C100 1.351, C102 1.351
102 C 3.286 8.751 2.732  N101 1.351, C103 1.386, H107 1.086
103 C 2.080 9.169 3.272  C98 1.391, C102 1.386, H108 1.084
104 H 0.002 8.653 3.504  C98 1.086
105 H 0.242 6.512 2.237  C99 1.084
106 H 2.493 5.908 1.339  C100 1.086
107 H 4.185 9.351 2.839  C102 1.086
108 H 2.013 10.104 3.817  C103 1.084
109 C 8.152 1.741 8.325  C110 1.391, C114 1.391, H115 1.086
110 C 7.567 1.356 7.123  C109 1.391, C111 1.386, H116 1.084
111 C 6.432 2.031 6.701  C110 1.386, N112 1.351, H117 1.086
112 N 5.858 3.040 7.391  C111 1.351, C113 1.351
113 C 6.447 3.389 8.555  N112 1.351, C114 1.386, H118 1.086
114 C 7.584 2.778 9.058  C109 1.391, C113 1.386, H119 1.084
115 H 9.043 1.236 8.687  C109 1.086
116 H 7.984 0.551 6.529  C110 1.084
117 H 5.941 1.770 5.768  C111 1.086
118 H 5.965 4.201 9.092  C113 1.086
119 H 8.017 3.101 9.998  C114 1.084
120 C -8.678 0.266 -2.460  C121 1.391, C125 1.391, H126 1.086
121 C -9.864 0.738 -3.013  C120 1.391, C122 1.386, H127 1.084
122 C -9.793 1.775 -3.929  C121 1.386, N123 1.351, H128 1.086
123 N -8.637 2.360 -4.314  C122 1.351, C124 1.351
124 C -7.502 1.881 -3.759  N123 1.351, C125 1.386, H129 1.086
125 C -7.471 0.846 -2.838  C120 1.391, C124 1.386, H130 1.084
126 H -8.694 -0.547 -1.740  C120 1.086
127 H -10.820 0.308 -2.738  C121 1.084
128 H -10.690 2.177 -4.391  C122 1.086
129 H -6.587 2.369 -4.083  C124 1.086
130 H -6.530 0.501 -2.426  C125 1.084